*A*
The following is a DFT calculation (ωB97M-V/def2-TZVPD) of the molecule C3H9NO2.

Output
HOMO-LUMO gap: 10.0895 eV

Geometry as ORCA input:
```
! RIJCOSX wB97M-V def2-TZVPD def2/J DEFGRID3
* xyz 0 1
H -0.576 -0.508 1.446
H -1.346 -2.757 0.051
H -2.107 -0.401 -1.064
N -0.800 -0.145 0.530
C 1.121 1.356 0.585
H 2.933 1.032 -0.170
C 0.307 0.363 -0.264
H 0.486 2.240 0.653
O 2.315 1.766 -0.003
H -2.653 -1.049 0.430
O -1.297 -2.195 -0.706
H 1.203 0.931 1.591
H 0.969 -0.438 -0.610
H -0.084 0.801 -1.183
C -1.745 -0.910 -0.169
*
```

So, what does the Mulliken scheme give us? The charges, in e, come out as: 0.223 0.312 0.290 -0.208 -0.450 0.313 -0.360 0.276 -0.501 0.369 -0.521 0.280 0.294 0.245 -0.562

***

*B*
The following is a DFT calculation (ωB97M-V/def2-TZVPD) of a cluster of 2 separate species, C3H9NO2 in total.

Output
HOMO-LUMO gap: 10.1833 eV

Geometry as ORCA input:
```
! RIJCOSX wB97M-V def2-TZVPD def2/J DEFGRID3
* xyz 0 1
H 0.696 -0.129 0.111
H 0.732 -3.725 0.196
H 0.302 3.106 1.350
H 0.222 -2.127 0.321
H -0.212 -2.922 -1.671
H -0.938 -0.423 -0.083
N -0.249 0.210 0.244
O -1.778 1.777 0.476
C 0.974 -2.675 -0.166
H 2.023 -2.532 -0.124
H 1.511 2.025 1.008
C -0.560 1.466 0.483
H 0.642 3.165 -0.220
O 0.604 -2.433 -1.530
C 0.613 2.431 0.655
*
```

So, what does the Mulliken scheme give us? The charges, in e, come out as: 0.200 0.266 0.361 0.283 0.301 0.195 -0.273 -0.662 -0.574 0.221 0.355 0.587 0.241 -0.483 -1.018

***

*C*
The following is a DFT calculation (ωB97M-V/def2-TZVPD) of a cluster of 4 separate species, C3H9NO2 in total.

Output
HOMO-LUMO gap: 9.7193 eV

Geometry as ORCA input:
```
! RIJCOSX wB97M-V def2-TZVPD def2/J DEFGRID3
* xyz 0 1
O 0.008 -0.975 -0.189
H 3.504 -0.929 -0.662
H -3.963 -1.463 0.754
H 0.184 2.240 0.054
O -3.908 -0.328 -0.057
C 2.711 -0.656 0.019
H 2.001 -1.375 -0.125
H -1.253 1.681 0.751
C -0.426 1.323 -0.062
H -2.769 -0.005 0.662
H 2.176 1.441 -0.062
H -0.811 1.305 -1.185
H 3.134 -0.935 1.051
C 0.393 0.189 -0.016
N 1.847 0.476 0.155
*
```

So, what does the Mulliken scheme give us? The charges, in e, come out as: -0.585 0.350 0.358 0.284 -0.661 -0.916 0.355 0.262 -0.990 0.290 0.241 0.231 0.253 0.782 -0.256

***

Relative to the most stable structure, the computed energies are *A* 0.0; *B* 12.7; *C* 456.8, all in kJ/mol.

***

*A*
The following is a DFT calculation (ωB97M-V/def2-TZVPD) of a cluster of 2 separate species, C4H10NO2S in total.

Output
HOMO-LUMO gap: 6.5736 eV

Geometry as ORCA input:
```
! RIJCOSX wB97M-V def2-TZVPD def2/J DEFGRID3
* xyz -1 1
H -0.462 -2.081 -1.648
H -3.020 0.676 -1.279
H 0.006 0.318 -1.694
C -2.345 -0.135 -1.406
O 0.301 -1.792 0.239
H 1.101 1.921 0.971
N -0.570 1.153 -0.071
O 3.526 -0.068 2.756
H 0.960 0.148 0.949
S -2.790 -1.536 -0.222
H 1.526 1.166 -0.501
H 3.317 0.224 1.850
H 2.562 -0.257 2.971
C -0.381 -1.440 -0.718
C 0.828 1.031 0.343
H -2.581 -0.563 -2.344
C -0.874 0.014 -0.987
H -1.101 1.222 0.789
*
```

So, what does the Mulliken scheme give us? The charges, in e, come out as: 0.311 0.376 0.179 -0.845 -0.640 0.346 -0.373 -0.670 0.333 -0.592 0.344 0.352 0.359 -0.007 -1.120 0.245 0.116 0.285

***

*B*
The following is a DFT calculation (ωB97M-V/def2-TZVPD) of a cluster of 2 separate species, C4H10NO2S in total.

Output
HOMO-LUMO gap: 6.7831 eV

Geometry as ORCA input:
```
! RIJCOSX wB97M-V def2-TZVPD def2/J DEFGRID3
* xyz -1 1
H 0.720 0.139 -1.163
O 3.249 -0.101 1.509
N -0.030 -0.694 0.573
H -1.191 1.585 0.599
C -0.747 -1.759 0.944
C -1.380 -0.222 -1.549
C -0.210 0.158 -0.602
H 3.123 -0.309 0.568
H -1.001 -0.200 -2.566
H -1.757 -1.232 -1.459
H -0.710 2.242 -0.915
C -0.362 1.597 -0.105
H 0.681 -0.343 1.207
O -0.637 -2.352 2.002
S 1.166 2.299 0.584
H 2.747 0.722 1.645
H -2.180 0.523 -1.455
H -1.482 -2.055 0.184
*
```

So, what does the Mulliken scheme give us? The charges, in e, come out as: 0.128 -0.685 -0.040 0.303 0.048 -1.402 0.637 0.329 0.300 0.513 0.283 -1.043 0.169 -0.643 -0.591 0.225 0.264 0.204

***

Relative to the most stable structure, the computed energies are *A* 238.9; *B* 0.0, all in kJ/mol.

***

*A*
The following is a DFT calculation (ωB97M-V/def2-TZVPD) of a cluster of 2 separate species, C4H10NO2S in total.

Output
HOMO-LUMO gap: 6.7127 eV

Geometry as ORCA input:
```
! RIJCOSX wB97M-V def2-TZVPD def2/J DEFGRID3
* xyz -1 1
H 0.195 1.363 0.110
C 0.599 -1.712 1.519
H -2.168 0.753 -0.144
H 1.382 -2.219 0.951
H 1.233 2.592 -2.054
C 0.575 -0.276 -1.131
N 0.750 -0.242 1.296
H 0.809 -1.866 2.582
H -0.283 2.875 -2.003
C -1.512 -0.042 0.175
C -0.040 0.292 0.139
H -1.842 -0.405 1.148
H -0.392 -2.090 1.235
S -1.880 -1.537 -0.903
O 0.638 0.353 -2.163
H 0.252 0.126 2.095
O 0.580 3.264 -1.838
H 1.104 -1.230 -1.013
*
```

So, what does the Mulliken scheme give us? The charges, in e, come out as: 0.313 -0.847 0.308 0.263 0.322 -0.169 -0.604 0.347 0.321 -1.027 0.495 0.316 0.279 -0.610 -0.582 0.273 -0.660 0.264

***

*B*
The following is a DFT calculation (ωB97M-V/def2-TZVPD) of a cluster of 2 separate species, C4H10NO2S in total.

Output
HOMO-LUMO gap: 5.9300 eV

Geometry as ORCA input:
```
! RIJCOSX wB97M-V def2-TZVPD def2/J DEFGRID3
* xyz -1 1
O -2.171 -1.684 -0.401
C -0.806 0.371 -0.807
H 2.875 0.596 0.893
O 3.037 0.944 0.034
C -0.110 0.433 -2.083
H -1.696 1.178 -0.603
H 1.003 0.026 -2.034
H -0.559 0.646 1.755
H -0.958 -2.336 1.268
H 0.837 -0.495 2.246
N -0.582 -1.393 0.928
H -0.701 0.158 -2.920
H 2.228 0.551 -0.471
H -0.749 -0.816 2.921
S -0.078 2.284 -2.341
C -0.231 -0.414 1.975
H -0.093 0.910 -0.080
C -1.246 -0.959 -0.281
*
```

So, what does the Mulliken scheme give us? The charges, in e, come out as: -0.641 -0.573 0.304 -0.651 -0.635 0.244 0.219 0.351 0.283 0.153 -0.261 0.304 0.286 0.274 -0.663 -0.757 0.178 0.584

***

Relative to the most stable structure, the computed energies are *A* 0.0; *B* 122.4, all in kJ/mol.

***

*A*
The following is a DFT calculation (ωB97M-V/def2-TZVPD) of the molecule C2H3NOS2.

Output
HOMO-LUMO gap: 8.6232 eV

Geometry as ORCA input:
```
! RIJCOSX wB97M-V def2-TZVPD def2/J DEFGRID3
* xyz 0 1
H 1.048 3.323 -0.161
H -1.960 -1.432 -0.897
S 0.384 2.280 -0.500
C -0.987 -1.522 -0.487
O -0.605 -0.284 -0.219
N 0.947 1.197 0.600
C 0.438 0.006 0.611
H 0.801 -0.748 1.277
S -0.066 -2.819 -0.225
*
```

So, what does the Mulliken scheme give us? The charges, in e, come out as: 0.133 0.355 -0.098 0.019 -0.247 -0.352 0.114 0.373 -0.298

***

*B*
The following is a DFT calculation (ωB97M-V/def2-TZVPD) of a structure of composition C2H3NOS2.

Output
HOMO-LUMO gap (alpha / beta): 6.8985 / 6.7510 eV

Geometry as ORCA input:
```
! RIJCOSX wB97M-V def2-TZVPD def2/J DEFGRID3
* xyz 0 1
O -0.086 -0.358 1.002
N 0.330 -1.110 -0.027
S 1.793 -1.805 0.356
S 0.326 0.489 -1.614
H 1.304 -2.771 -0.471
C -0.592 1.373 -0.506
H -1.413 1.078 1.541
C -0.714 0.815 0.709
H -0.948 2.288 -0.989
*
```

So, what does the Mulliken scheme give us? The charges, in e, come out as: -0.168 -0.134 -0.069 -0.096 0.187 -0.096 0.289 -0.228 0.314

***

*C*
The following is a DFT calculation (ωB97M-V/def2-TZVPD) of a cluster of 2 separate species, C2H3NOS2 in total.

Output
HOMO-LUMO gap: 7.8400 eV

Geometry as ORCA input:
```
! RIJCOSX wB97M-V def2-TZVPD def2/J DEFGRID3
* xyz 0 1
H 1.240 -2.636 1.579
C -0.702 -0.326 -0.782
S 0.256 3.266 0.073
N 0.181 -0.918 -0.122
S 0.668 -2.596 -0.182
C 0.089 1.713 0.354
H 0.855 0.978 0.888
O -0.940 1.139 -0.408
H -1.648 -0.619 -1.400
*
```

So, what does the Mulliken scheme give us? The charges, in e, come out as: 0.156 0.242 -0.274 -0.361 -0.136 0.063 0.271 -0.274 0.313

***

Relative to the most stable structure, the computed energies are *A* 0.0; *B* 323.2; *C* 256.8, all in kJ/mol.

***

*A*
The following is a DFT calculation (ωB97M-V/def2-TZVPD) of a structure of composition C2H3NOS2.

Output
HOMO-LUMO gap: 9.2301 eV

Geometry as ORCA input:
```
! RIJCOSX wB97M-V def2-TZVPD def2/J DEFGRID3
* xyz 0 1
H -0.605 -1.079 -0.807
S 1.266 0.499 -0.913
C -0.481 0.411 0.770
O 1.090 0.448 -2.377
H 0.599 -1.551 0.326
S -1.634 0.547 1.874
H 0.055 2.420 0.527
C 0.068 -0.738 -0.119
N 0.118 1.463 0.080
*
```

So, what does the Mulliken scheme give us? The charges, in e, come out as: 0.284 0.459 0.134 -0.518 0.312 -0.324 0.278 -0.404 -0.221

***

*B*
The following is a DFT calculation (ωB97M-V/def2-TZVPD) of a structure of composition C2H3NOS2.

Output
HOMO-LUMO gap: 8.3951 eV

Geometry as ORCA input:
```
! RIJCOSX wB97M-V def2-TZVPD def2/J DEFGRID3
* xyz 0 1
H 1.079 0.064 -1.786
H -2.155 1.002 0.815
O -0.392 1.077 -0.250
C -1.367 0.368 0.295
C 0.781 -0.251 -0.816
H 1.429 0.266 1.319
N -1.413 -0.864 0.477
S 2.223 0.011 0.263
S -0.185 -1.673 -0.318
*
```

So, what does the Mulliken scheme give us? The charges, in e, come out as: 0.335 0.326 -0.444 0.161 -0.109 0.161 -0.357 -0.137 0.064

***

Relative to the most stable structure, the computed energies are *A* 0.0; *B* 54.2, all in kJ/mol.

***

*A*
The following is a DFT calculation (ωB97M-V/def2-TZVPD) of the molecule C7H7F4NO.

Output
HOMO-LUMO gap: 8.5628 eV

Geometry as ORCA input:
```
! RIJCOSX wB97M-V def2-TZVPD def2/J DEFGRID3
* xyz 0 1
C 1.997 -0.908 0.091
N -0.511 0.623 -1.062
C 1.956 0.529 0.221
F -3.216 -1.262 0.216
C 0.825 1.252 0.596
H 2.814 1.115 -0.107
C 1.019 -1.832 0.286
H -1.063 -2.107 1.126
F 3.212 -1.456 -0.191
H -1.221 1.258 -1.509
C -1.051 -0.449 -0.204
C -0.346 -1.455 0.415
F -2.974 0.339 -1.136
C -2.467 -0.224 -0.032
F -2.810 0.652 1.002
H 1.330 -2.903 0.207
H 1.287 2.842 -0.269
H 0.339 0.351 -1.512
H 0.065 1.004 1.337
O 0.816 2.631 0.527
*
```

So, what does the Mulliken scheme give us? The charges, in e, come out as: 0.460 -0.405 -0.581 -0.260 0.026 0.221 -0.416 0.207 -0.324 0.250 -0.186 -0.133 -0.309 0.840 -0.301 0.343 0.317 0.363 0.390 -0.503

***

*B*
The following is a DFT calculation (ωB97M-V/def2-TZVPD) of a structure of composition C7H7F4NO.

Output
HOMO-LUMO gap: 9.1883 eV

Geometry as ORCA input:
```
! RIJCOSX wB97M-V def2-TZVPD def2/J DEFGRID3
* xyz 0 1
H -2.389 -0.197 1.955
F -2.319 0.666 -2.494
F 1.430 -2.790 1.807
H -1.430 -2.204 -1.546
H 0.396 1.480 -1.008
O -1.831 0.593 1.598
F -1.901 1.814 -0.752
H 0.324 0.410 -2.302
H 0.269 -3.378 -0.287
C -2.030 0.551 -1.108
C 0.199 -0.850 1.807
H -0.115 1.233 0.856
C -0.780 -0.152 -0.760
C -0.705 -1.676 -0.952
N 0.375 0.536 -1.335
F -3.077 0.051 -0.660
C -0.613 0.244 1.185
C 0.634 -1.922 1.128
C 0.160 -2.328 -0.189
H 0.258 -0.840 2.938
*
```

So, what does the Mulliken scheme give us? The charges, in e, come out as: 0.393 -0.356 -0.303 0.436 0.279 -0.518 -0.289 0.276 0.437 0.905 -0.621 0.281 0.249 -0.683 -0.590 -0.237 0.237 0.520 -0.750 0.336

***

Relative to the most stable structure, the computed energies are *A* 0.0; *B* 27.7, all in kJ/mol.